Record 1
Formula: C41H41FeN8O10P2S2
Source: the Open Molecules 2025 dataset
Level of theory: ωB97M-V/def2-TZVPD

XYZ file:
```
105
Properties=species:S:1:pos:R:3
Fe -0.94188 2.00786 -0.59403
C 2.48168 1.97780 6.91042
C 2.31231 1.80542 5.42605
C 1.09220 2.06107 4.80863
C 0.93185 1.88154 3.44356
C 1.99940 1.44790 2.67773
C 3.22924 1.19901 3.27081
C 3.37613 1.37492 4.63670
S 1.83409 1.11493 0.93575
O 1.25192 -0.19310 0.80871
O 3.13815 1.32428 0.37369
N 0.73504 2.20884 0.42190
C 1.03376 3.55790 0.66192
C 2.22433 4.12292 1.06091
C 2.30311 5.50050 1.35802
C 1.22241 6.32935 1.26985
C -0.01347 5.79288 0.84313
C -1.19488 6.55062 0.69975
C -2.34667 5.94788 0.27807
C -2.32608 4.57774 -0.02921
N -1.23799 3.85096 0.08641
C -0.08669 4.42324 0.53221
H 1.68515 2.59034 7.33117
H 3.43605 2.44915 7.14563
H 2.46138 1.01002 7.41580
H 0.25723 2.41472 5.40269
H -0.01446 2.09719 2.97027
H 4.06208 0.88199 2.65766
H 4.33800 1.18312 5.09779
H 3.11960 3.52521 1.13093
H 3.26173 5.89848 1.66492
H 1.29537 7.38338 1.50323
H -1.17172 7.60961 0.92668
H -3.26660 6.50162 0.15710
H -3.21045 4.05097 -0.36801
C -4.07653 -10.67199 3.10271
O -3.52639 -10.23496 1.87360
C -3.26533 -8.91223 1.73499
C -3.49415 -7.95984 2.72072
C -3.18811 -6.62859 2.46620
C -2.66188 -6.22938 1.24665
C -2.43294 -7.20044 0.26706
C -2.72960 -8.52220 0.50598
C -2.33668 -4.83255 0.94924
N -1.65425 -4.42501 -0.09549
C -1.59690 -3.06229 0.01723
C -2.25167 -2.63718 1.15166
N -2.72278 -3.78627 1.74245
C -2.36059 -1.26604 1.53173
C -3.01600 -0.74512 2.65147
C -3.03530 0.61665 2.85269
C -2.39027 1.45120 1.94288
N -1.74930 0.97089 0.89249
C -1.74267 -0.35424 0.66234
C -1.07379 -0.78344 -0.53456
N -0.54825 0.20132 -1.28726
C 0.12267 -0.10874 -2.37906
C 0.27651 -1.43833 -2.78708
C -0.27764 -2.44978 -2.04427
C -0.97113 -2.12501 -0.87149
H -4.21274 -11.74507 3.00695
H -5.04359 -10.20014 3.29390
H -3.39944 -10.46629 3.93556
H -3.89957 -8.23517 3.68279
H -3.35767 -5.91008 3.25977
H -2.02059 -6.89140 -0.68350
H -2.55924 -9.28001 -0.24679
H -3.28899 -3.85277 2.56825
H -3.51320 -1.40277 3.35377
H -3.54514 1.04922 3.70147
H -2.38986 2.52673 2.06081
H 0.56171 0.71429 -2.92954
H 0.82595 -1.63957 -3.69542
H -0.18700 -3.48719 -2.33733
O -4.58640 1.89566 -2.95122
P -3.26662 1.17726 -2.40693
O -3.48903 -0.24925 -2.16574
O -2.77374 2.04924 -1.22431
O -2.18657 1.46768 -3.56860
P -1.22603 2.79611 -3.58997
O -2.31030 3.99396 -3.48596
O -0.49393 2.84801 -4.84984
O -0.46038 2.77940 -2.26780
H -4.37326 2.68838 -3.46214
H -2.53971 4.12447 -2.55674
C 5.34929 0.16323 -2.20061
C 3.90161 -0.21174 -2.47527
N 3.42999 0.27434 -3.76399
C 2.91387 1.51432 -3.95088
S 2.56163 2.55028 -2.69385
N 2.60981 1.84792 -5.23058
C 3.15759 1.23964 -6.42693
C 4.62553 1.57691 -6.66778
H 5.67587 -0.26186 -1.25056
H 5.44049 1.24782 -2.13741
H 6.01273 -0.20388 -2.98740
H 3.26253 0.22169 -1.70786
H 3.76183 -1.29478 -2.45666
H 3.70583 -0.24885 -4.57762
H 2.21293 2.77132 -5.30513
H 2.54649 1.58190 -7.26173
H 3.00914 0.15603 -6.39339
H 4.75905 2.65643 -6.74007
H 4.97926 1.12272 -7.59465
H 5.25152 1.21916 -5.84878
```

Summary:
LUMO level (spin up / spin down)	-0.46 / -0.61	eV
spin multiplicity	2
HOMO energy (spin up / spin down)	-0.263 / -0.263	Ha
energy above the lowest of the compared OMol25 structures with the same formula, charge and spin	0.0	kJ/mol
HOMO-LUMO gap (spin up / spin down)	6.7 / 6.6	eV

=====

Record 2
Formula: C32H56IN3O5Sb
Source: the Open Molecules 2025 dataset
Level of theory: ωB97M-V/def2-TZVPD

XYZ file:
```
98
Properties=species:S:1:pos:R:3
C 2.62415 -3.96828 1.41916
C 2.13223 -2.92258 0.76442
C 1.69594 -1.49829 0.09794
Sb 0.55369 -0.41365 1.65862
C -0.53570 0.53944 3.38648
C -1.31011 -0.53636 4.30359
C -0.27158 -1.48286 5.15391
I 0.12006 -0.75014 7.16924
C 2.42056 -0.17602 2.86739
C 3.47651 0.87553 2.24587
C 4.97977 0.28868 2.58079
C 5.66506 -0.11204 1.14311
C 7.25215 -0.37399 1.24236
O 7.89753 0.93772 1.42210
C 9.19612 0.82379 0.76537
C 9.36357 1.02646 -0.82876
O 10.17026 0.52715 1.54683
C 0.74494 1.55784 0.69473
C 1.42679 1.59934 -0.76271
C 0.45076 1.09417 -1.97719
C 1.11469 -0.03258 -2.91423
C 0.18422 -1.24922 -3.37199
C 0.67584 -2.46152 -4.25905
C 2.17321 -2.46759 -4.76575
C 3.12423 -1.26716 -4.33117
C 2.60567 -0.07698 -3.39841
C -1.35715 -0.86531 0.57767
C -2.52401 0.20957 0.82269
O -3.31742 0.12195 1.84684
N -2.83111 1.35262 -0.11497
C -3.81745 0.81812 -1.11478
C -3.35689 2.53747 0.62826
H 3.40972 -4.77436 1.69205
H 0.97376 -1.77679 -0.74846
H 2.67913 -1.01319 -0.23630
H 0.34469 -1.96704 2.47677
H -1.22188 1.40522 3.01159
H 0.24282 1.06404 4.08043
H -1.99627 0.04986 5.04034
H -1.99228 -1.26213 3.70766
H -0.72078 -2.55545 5.11917
H 0.74383 -1.56147 4.60302
H 2.89673 -1.24297 2.89769
H 2.21829 0.09181 3.97803
H 3.38648 1.86529 2.82290
H 3.44404 0.98817 1.10537
H 5.62659 1.05691 3.16640
H 4.95415 -0.66508 3.22032
H 5.07031 -0.96220 0.63586
H 5.51668 0.83767 0.47909
H 7.45949 -1.09954 2.11667
H 7.58077 -0.82526 0.21630
H 10.06190 1.93160 -1.05176
H 8.32511 1.28655 -1.26962
H 9.76881 0.04144 -1.28756
H 1.28638 2.36668 1.33933
H -0.33868 1.97596 0.55881
H 2.45243 1.09303 -0.85269
H 1.61918 2.72887 -0.99803
H 0.23822 2.00316 -2.67913
H -0.59356 0.79892 -1.55926
H -0.90480 -1.24156 -3.01724
H -0.09570 -3.29698 -4.50307
H 2.49899 -3.34326 -5.42782
H 4.21720 -1.32171 -4.72259
H 3.33994 0.75577 -3.11684
H -1.77051 -1.87356 0.99635
H -1.19962 -1.06998 -0.56169
H -3.54483 -0.29532 -1.31788
H -4.91970 0.89749 -0.78013
H -3.71322 1.41070 -2.11585
H -3.52221 3.42984 -0.10195
H -4.36063 2.37281 1.16186
H -2.55656 2.86715 1.40054
C -6.82651 5.27677 3.62253
C -5.93663 4.07221 3.47334
O -4.73087 4.17077 3.29330
N -6.51322 2.83977 3.54419
C -7.90773 2.51705 3.74969
H -6.22588 6.18424 3.54385
H -7.57649 5.28803 2.82840
H -7.30986 5.26540 4.60204
H -5.85363 2.07963 3.43517
H -7.98859 1.91103 4.65427
H -8.25321 1.93367 2.89386
H -8.52635 3.40750 3.85412
C -2.82597 -2.03450 -6.60413
C -3.35631 -2.89712 -5.49140
O -3.14665 -2.64168 -4.31309
N -4.09176 -3.99407 -5.82917
C -4.44480 -4.45929 -7.15238
H -2.26172 -1.20186 -6.18108
H -2.15748 -2.61681 -7.24223
H -3.65412 -1.62942 -7.19010
H -4.41358 -4.52425 -5.03068
H -5.53383 -4.48901 -7.22506
H -4.04833 -5.46898 -7.27686
H -4.04732 -3.81542 -7.93568
```

Summary:
LUMO level	2.02	eV
HOMO energy	-0.152	Ha
charge	-1
HOMO-LUMO gap	6.2	eV

=====

Record 3
Formula: C5H10N2O2
Source: the Open Molecules 2025 dataset
Level of theory: ωB97M-V/def2-TZVPD

XYZ file:
```
19
Properties=species:S:1:pos:R:3
C 0.78684 1.47366 -1.27128
C 1.15563 1.10494 0.12920
C 0.34283 0.90581 1.21917
O 0.67414 1.36727 2.46605
C -0.73002 -0.05198 1.08975
O -1.75155 -0.11680 1.75987
N -0.47098 -0.83986 -0.06865
C -1.61628 -1.41841 -0.76328
N 0.61621 -1.75568 -0.06526
H -0.27719 1.34329 -1.45698
H 1.03627 2.52505 -1.43175
H 1.38259 0.90755 -1.99265
H 2.18972 1.36024 0.36503
H 0.01254 1.03168 3.08872
H -1.39400 -1.53283 -1.82510
H -1.85469 -2.39433 -0.33920
H -2.46730 -0.75477 -0.62968
H 1.11140 -1.67129 -0.95209
H 1.25384 -1.48353 0.67813
```

Summary:
LUMO level	0.18	eV
HOMO energy	-0.314	Ha
SMILES	C/C=C(/O)C(=O)N(C)N
energy above the lowest of the compared OMol25 structures with the same formula, charge and spin	349.3	kJ/mol
HOMO-LUMO gap	8.7	eV

=====

Record 4
Formula: C43H48N7O4
Source: the Open Molecules 2025 dataset
Level of theory: ωB97M-V/def2-TZVPD

XYZ file:
```
102
Properties=species:S:1:pos:R:3
C -2.54258 -2.83141 1.51269
C -1.26185 -2.77783 0.57792
N -0.70446 -1.41206 0.48111
C -0.06987 -0.83259 1.53025
C 0.38942 0.44768 1.06174
N 0.13527 0.46953 -0.27607
C -0.50596 -0.65515 -0.63469
C 0.31836 1.60578 -1.23744
H -2.83611 -3.80096 1.50079
H -3.21000 -2.01364 1.03674
H -2.38968 -2.60950 2.54251
H -1.56078 -3.27914 -0.47783
H -0.61488 -3.36118 0.98277
H 0.04404 -1.01961 2.48470
H 0.83880 1.30321 1.62706
H -0.84221 -0.94548 -1.65588
H -0.01433 1.39640 -2.16429
H 1.48092 1.68529 -1.56381
H -0.07989 2.53012 -0.87394
N -0.46259 6.46547 1.70419
C -0.41622 7.84470 1.36391
C -0.64521 8.15513 -0.01830
C -0.94740 7.14158 -1.01302
C -0.97049 5.80984 -0.55376
C -0.78878 5.57951 0.82855
H -0.18615 8.43255 2.11569
H -0.77034 9.01848 -0.51511
H -1.18636 7.30273 -1.99733
H -1.17467 5.21022 -1.30566
H -0.88179 4.49354 1.18709
N 1.60832 -5.80982 0.44072
C 2.52933 -5.00479 0.96508
C 3.61227 -5.51672 1.75662
C 3.83837 -6.97823 1.88136
C 2.79817 -7.81467 1.27173
C 1.66123 -7.19455 0.73245
H 2.23867 -3.99066 0.67615
H 4.55069 -4.95228 2.02999
H 4.85110 -7.31418 2.22745
H 3.08497 -8.88577 1.24863
H 0.89557 -7.80901 0.44196
N 3.18805 4.97910 -0.60392
C 3.55391 3.90184 -1.22840
C 3.28592 3.63365 -2.58412
C 2.37668 4.44000 -3.26949
C 1.80398 5.57273 -2.50675
C 2.27754 5.86062 -1.22721
H 4.23578 3.25873 -0.54102
H 3.74635 2.75981 -3.21793
H 2.19653 4.59490 -4.32577
H 1.19915 6.12231 -2.98864
H 1.91042 6.80391 -0.60764
N -7.38910 -5.90067 2.60883
C -6.89909 -4.73185 2.12542
C -5.87410 -4.03423 2.68164
C -5.19560 -4.63367 3.74831
C -5.67920 -5.91295 4.17271
C -6.82319 -6.51556 3.75606
H -7.37792 -4.20319 1.52659
H -5.55802 -3.08870 2.39011
H -4.29356 -4.44036 4.18432
H -5.17313 -6.28129 4.94130
H -7.61278 -7.29633 4.13150
N 3.90167 3.43526 2.60132
C 3.59195 2.78279 3.69994
C 4.45160 2.84922 4.84347
C 5.41194 3.84693 4.81306
C 5.54356 4.76589 3.76996
C 4.76284 4.39374 2.61385
H 2.74692 2.03942 3.50590
H 4.12732 2.21491 5.54562
H 5.98417 3.89673 5.61250
H 6.26773 5.63752 3.58162
H 4.96332 4.95422 1.78369
C 2.97528 -3.19867 -3.47443
C 1.43880 -2.83589 -3.30471
C 0.99028 -1.77244 -4.01549
C 1.92329 -0.87732 -4.56301
C 3.30157 -1.10217 -4.53895
C 3.88837 -2.36292 -4.06259
O 5.19746 -2.58571 -4.10064
O -0.28296 -1.29025 -3.94503
H 3.29656 -4.06433 -3.34365
H 0.68212 -3.52521 -2.81569
H 1.64847 -0.11364 -5.21427
H 3.86147 -0.11159 -4.56460
H 5.75854 -1.96357 -4.67340
H -0.53893 -0.54515 -4.34686
C -4.00655 -1.13350 -2.09975
C -3.28718 0.06728 -2.51153
C -3.28426 1.38469 -1.84673
C -4.15502 1.34369 -0.73536
C -4.88067 0.24751 -0.24074
C -4.77971 -0.96069 -0.90344
O -5.54320 -2.03253 -0.56887
O -2.69950 2.47201 -2.25535
H -4.03609 -1.94940 -2.68821
H -2.57326 -0.12726 -3.48356
H -4.30903 2.36083 -0.05108
H -5.40768 0.46705 0.64148
H -6.44336 -1.85621 -0.68393
H -2.19933 2.27742 -3.06913
```

Summary:
LUMO level	-2.24	eV
HOMO energy	-0.394	Ha
charge	+1
HOMO-LUMO gap	8.5	eV

=====

Record 5
Formula: C2H5NOS
Source: the Open Molecules 2025 dataset
Level of theory: ωB97M-V/def2-TZVPD

XYZ file:
```
10
Properties=species:S:1:pos:R:3
C -1.64893 0.51759 0.06987
S -0.72669 -1.05849 -0.28324
N 0.73967 -0.71175 0.51219
C 1.73623 -0.19186 -0.37595
O 2.90028 -0.06769 -0.03566
H -1.41012 1.19053 -0.70671
H -2.78652 0.45825 0.15056
H -1.35510 1.01806 0.97318
H 1.15816 -1.54584 0.95201
H 1.39304 0.39120 -1.25623
```

Summary:
LUMO level	0.79	eV
HOMO energy	-0.342	Ha
SMILES	CSNC=O
energy above the lowest of the compared OMol25 structures with the same formula, charge and spin	129.9	kJ/mol
HOMO-LUMO gap	10.1	eV

=====

Record 6
Formula: C6H14O2
Source: the Open Molecules 2025 dataset
Level of theory: ωB97M-V/def2-TZVPD

XYZ file:
```
22
Properties=species:S:1:pos:R:3
C 2.20450 -0.94474 -0.42275
C 1.61289 0.20706 -0.73160
C 0.55630 0.74947 0.14492
C 0.05651 0.24324 1.26815
C -1.11639 0.63343 2.07525
C -2.48296 0.27860 1.29143
H 2.04432 -1.50191 0.48524
H 3.00236 -1.52421 -0.88825
H 1.86342 0.77669 -1.61970
H 0.07315 1.61189 -0.30701
H 0.55843 -0.62820 1.67325
H -1.25911 0.10576 3.01321
H -1.12705 1.72495 2.20176
H -2.68400 1.09296 0.61031
H -3.23029 0.29461 2.06779
H -2.38032 -0.65724 0.77171
O 4.93479 3.56569 -4.00854
H 5.21330 4.09675 -3.25198
H 4.35367 2.84785 -3.72760
O -3.97599 -4.02584 -0.45014
H -4.80981 -4.48803 -0.39658
H -3.40772 -4.45877 0.20114
```

Summary:
LUMO level	0.69	eV
HOMO energy	-0.312	Ha
SMILES	C=C/C=C/CC.O.O
energy above the lowest of the compared OMol25 structures with the same formula, charge and spin	251.9	kJ/mol
HOMO-LUMO gap	9.2	eV

=====

Record 7
Formula: C3H2Br2S2
Source: the Open Molecules 2025 dataset
Level of theory: ωB97M-V/def2-TZVPD

XYZ file:
```
9
Properties=species:S:1:pos:R:3
C -1.23434 0.86270 0.78440
C -0.42625 0.08243 0.06569
C 0.86808 0.18850 -0.85694
S -0.86088 -1.61482 0.04188
S 0.73421 -0.91375 -2.29723
Br -1.57968 2.51900 1.33599
Br -0.27215 -2.31377 2.10655
H 1.04235 1.31104 -0.93006
H 1.72865 -0.12132 -0.25028
```

Summary:
LUMO level (spin up / spin down)	-1.26 / -2.33	eV
HOMO energy (spin up / spin down)	-0.328 / -0.324	Ha
energy above the lowest of the compared OMol25 structures with the same formula, charge and spin	353.7	kJ/mol
HOMO-LUMO gap (spin up / spin down)	7.7 / 6.5	eV

=====

Record 8
Formula: C15H20N4O3
Source: the Open Molecules 2025 dataset
Level of theory: ωB97M-V/def2-TZVPD

XYZ file:
```
42
Properties=species:S:1:pos:R:3
C 5.48048 -5.15557 -0.96628
C 4.15269 -5.55571 -0.33327
C 3.18765 -4.38230 -0.16629
C 3.66828 -3.35962 0.86504
N 2.69068 -2.31225 1.05799
C 1.95489 -2.22494 2.17037
O 2.06811 -2.89138 3.17279
N 0.96738 -1.21130 2.13862
C 0.64157 -0.41181 1.10138
N 1.18230 -0.36390 -0.08176
N 0.51615 0.58655 -0.77332
C -0.39283 1.07533 0.00638
C -1.34492 2.11018 -0.30101
C -1.33590 2.70508 -1.56629
C -2.24508 3.68813 -1.86970
C -3.19169 4.10825 -0.92582
O -4.02264 5.09329 -1.34068
C -5.08102 5.53280 -0.51055
C -6.25702 4.56084 -0.49788
C -3.19664 3.51594 0.33576
C -2.27979 2.52913 0.64118
O -0.36739 0.47182 1.24031
H 6.04166 -4.49125 -0.31485
H 6.08840 -6.03801 -1.15169
H 5.31320 -4.65042 -1.91501
H 3.67419 -6.30742 -0.96491
H 4.33598 -6.01136 0.64182
H 2.21716 -4.76358 0.15855
H 3.04760 -3.88285 -1.12773
H 3.81898 -3.84250 1.83324
H 4.60611 -2.90157 0.54093
H 2.44629 -1.71586 0.27192
H 0.42571 -1.11530 2.98629
H -0.60675 2.37523 -2.28823
H -2.25348 4.16047 -2.83902
H -5.39116 6.48384 -0.95215
H -4.72086 5.72730 0.50687
H -6.61814 4.40773 -1.51166
H -5.96257 3.59687 -0.09014
H -7.06259 4.96890 0.10621
H -3.90526 3.81559 1.09159
H -2.28969 2.07560 1.62099
```

Summary:
LUMO level	0.62	eV
HOMO energy	-0.301	Ha
SMILES	CCCCNC(=O)Nc1nnc(-c2ccc(OCC)cc2)o1
energy above the lowest of the compared OMol25 structures with the same formula, charge and spin	5.1	kJ/mol
HOMO-LUMO gap	8.8	eV